{"formula": "C3H4O2S", "method": "ωB97M-V/def2-TZVPD", "de_lowest_ev": 7.270, "gap_ev": [8.274, 7.351], "multiplicity": 1, "total_charge": 0, "symbols": ["C", "C", "C", "O", "O", "S", "H", "H", "H", "H"], "positions_angstrom": [[1.48245, -3.01899, -0.62545], [0.66618, -2.41394, -0.03003], [-0.62721, 1.18163, 0.36124], [-0.90221, -0.19961, 2.49509], [-2.50797, -0.93135, 0.82058], [-1.19413, -0.47624, 1.12682], [1.96258, -3.78127, -1.33011], [0.33589, 1.10014, -0.12261], [-1.39677, 1.50687, -0.36429], [-0.55718, 1.85267, 1.21201]]}


{"formula": "C33H30F6HfN8O2S4Sb2", "method": "ωB97M-V/def2-TZVPD", "de_lowest_ev": 0.000, "gap_ev": [6.919, 6.179], "multiplicity": 2, "total_charge": 1, "symbols": ["Hf", "S", "Sb", "S", "S", "S", "N", "C", "C", "C", "C", "C", "N", "C", "C", "C", "C", "C", "N", "H", "H", "H", "H", "H", "H", "H", "H", "H", "C", "O", "C", "C", "C", "C", "C", "C", "C", "N", "C", "C", "N", "C", "C", "C", "C", "N", "C", "C", "N", "C", "C", "C", "C", "H", "H", "H", "H", "H", "H", "H", "H", "H", "H", "H", "H", "H", "H", "F", "Sb", "F", "F", "F", "F", "F", "C", "N", "C", "C", "O", "H", "H", "H", "H", "H", "H", "H"], "positions_angstrom": [[2.41567, -0.32338, 0.47580], [1.14125, -4.13474, 5.17070], [2.47831, -2.40462, 5.31912], [3.13641, -2.05332, 2.52263], [1.76138, -4.94096, 1.70405], [3.45459, -4.02105, 1.97739], [4.27153, -1.55969, -2.26530], [5.21460, -1.27724, -1.27634], [6.56173, -1.23192, -1.65060], [7.50589, -0.99977, -0.67715], [7.08992, -0.83564, 0.64050], [5.74207, -0.86626, 0.91144], [4.80077, -1.05610, -0.03490], [3.14591, -2.35079, -2.09383], [2.77351, -3.18936, -3.15466], [1.68265, -4.00934, -3.00998], [0.98940, -4.00228, -1.80073], [1.40108, -3.13170, -0.82559], [2.44558, -2.28172, -0.95947], [4.68263, -1.66286, -3.17709], [6.84514, -1.40527, -2.68015], [8.55614, -0.96542, -0.93472], [7.79418, -0.67359, 1.44310], [5.36549, -0.71367, 1.91083], [3.36915, -3.19858, -4.05771], [1.38477, -4.66576, -3.81660], [0.14911, -4.65523, -1.61816], [0.88616, -3.08383, 0.11866], [-11.32442, 2.18765, -0.07333], [-10.36573, 2.39632, -1.09844], [-9.10552, 1.97334, -0.87680], [-8.19808, 2.20239, -1.91467], [-6.88648, 1.81225, -1.78459], [-6.44368, 1.18160, -0.61701], [-7.35609, 0.95495, 0.40602], [-8.68242, 1.34348, 0.29003], [-5.03926, 0.79361, -0.51417], [-4.13071, 0.96765, -1.44772], [-2.96956, 0.48351, -0.91431], [-3.17092, 0.00003, 0.35799], [-4.50602, 0.20154, 0.60412], [-2.14606, -0.60426, 1.13903], [-2.35047, -1.22328, 2.38456], [-1.29914, -1.84503, 2.99295], [-0.03814, -1.79156, 2.38943], [0.20434, -1.16533, 1.24450], [-0.85128, -0.60892, 0.59015], [-0.62058, -0.08896, -0.74468], [0.63793, -0.16167, -1.22808], [0.86184, 0.19708, -2.47989], [-0.14168, 0.67714, -3.32701], [-1.41529, 0.80999, -2.83689], [-1.67726, 0.41730, -1.51771], [-12.25741, 2.59460, -0.44953], [-11.04077, 2.71324, 0.84150], [-11.45040, 1.12279, 0.13577], [-8.55248, 2.69064, -2.81206], [-6.18236, 1.99037, -2.58514], [-7.06253, 0.46443, 1.32660], [-9.36476, 1.15133, 1.10463], [-5.00604, -0.00476, 1.44924], [-3.33295, -1.22974, 2.83952], [-1.39210, -2.36743, 3.93460], [0.78964, -2.27745, 2.86913], [1.88516, 0.12977, -2.82546], [0.10560, 0.94872, -4.34338], [-2.22529, 1.19931, -3.43946], [1.29807, 1.27062, 0.85814], [2.03576, 1.32218, 3.84149], [1.37043, 2.35938, 5.29795], [1.21501, -0.90353, 4.95310], [3.64073, 0.72559, 4.68048], [3.63006, 0.69620, 1.63569], [2.84022, 2.88998, 3.06594], [5.32281, 2.53474, 0.10397], [3.99586, 2.99671, -0.27577], [3.64105, 4.35198, 0.14152], [3.09554, 2.22048, -0.80647], [3.26302, 0.98409, -1.05584], [6.05396, 3.25875, -0.25434], [5.50613, 1.56410, -0.34302], [5.37032, 2.45925, 1.18925], [4.34117, 5.06376, -0.29271], [3.67331, 4.39568, 1.22996], [2.63177, 4.58084, -0.19083], [2.13118, 2.68663, -1.00919]]}


{"formula": "C4H12BrO2", "method": "ωB97M-V/def2-TZVPD", "de_lowest_ev": 1.138, "gap_ev": 6.434, "multiplicity": 1, "total_charge": -1, "symbols": ["Br", "C", "C", "C", "O", "H", "H", "H", "H", "H", "H", "H", "H", "C", "O", "H", "H", "H", "H"], "positions_angstrom": [[0.30486, 3.69367, 4.18616], [-1.97158, 0.09036, -0.90179], [-2.15266, -1.18783, 0.01188], [-1.84861, -2.48886, -0.68112], [-1.26904, -1.00944, 1.11749], [-0.98159, 0.11800, -1.35704], [-2.17580, 1.03865, -0.40467], [-2.62988, 0.02665, -1.76821], [-3.13081, -1.21990, 0.49178], [-0.92843, -2.40833, -1.25981], [-2.66671, -2.62875, -1.38769], [-1.76719, -3.32727, 0.01064], [-1.11639, -0.06464, 1.19264], [3.83849, 1.26179, -0.03990], [3.48442, 2.64565, 0.00982], [3.17562, 0.60620, 0.52482], [3.88135, 0.82708, -1.03853], [4.82929, 1.20664, 0.41109], [3.12459, 2.82030, 0.88253]]}


{"formula": "C2H5N3OS", "method": "ωB97M-V/def2-TZVPD", "de_lowest_ev": 3.906, "gap_ev": 8.215, "multiplicity": 1, "total_charge": 0, "symbols": ["C", "C", "N", "N", "N", "O", "S", "H", "H", "H", "H", "H"], "positions_angstrom": [[1.62889, 0.28701, 0.26748], [-1.82969, 0.22858, -0.15624], [0.41767, -1.45860, -0.70253], [1.40376, -0.45510, -0.85606], [0.61356, 0.01064, 1.17701], [2.43032, 1.21438, 0.39985], [-0.55994, -1.06309, 0.48407], [-2.87584, -0.07955, 0.13126], [-1.84286, 0.11649, -1.23131], [-1.59618, 1.24633, 0.04313], [2.05790, -0.62365, -1.48520], [0.15240, 0.57655, 1.92855]]}


{"formula": "C16H82O25", "method": "ωB97M-V/def2-TZVPD", "de_lowest_ev": 2.447, "gap_ev": 8.617, "multiplicity": 1, "total_charge": 0, "symbols": ["O", "H", "H", "O", "H", "H", "O", "H", "H", "O", "H", "H", "O", "H", "H", "O", "H", "H", "O", "H", "H", "O", "H", "H", "O", "H", "H", "O", "H", "H", "O", "H", "H", "O", "H", "H", "O", "H", "H", "O", "H", "H", "O", "H", "H", "O", "H", "H", "O", "H", "H", "C", "C", "O", "H", "H", "H", "H", "H", "H", "C", "C", "O", "H", "H", "H", "H", "H", "H", "C", "C", "O", "H", "H", "H", "H", "H", "H", "C", "C", "O", "H", "H", "H", "H", "H", "H", "C", "C", "O", "H", "H", "H", "H", "H", "H", "C", "C", "O", "H", "H", "H", "H", "H", "H", "C", "C", "O", "H", "H", "H", "H", "H", "H", "C", "C", "O", "H", "H", "H", "H", "H", "H"], "positions_angstrom": [[4.31597, -4.55601, -3.54813], [3.98588, -5.15634, -2.87964], [5.00901, -4.06406, -3.10778], [8.42035, -1.55225, -3.99221], [8.42490, -0.70083, -4.42957], [9.28933, -1.91497, -4.16406], [1.12504, -4.00973, -6.39541], [1.91072, -3.48155, -6.25416], [0.75342, -4.12571, -5.52096], [-0.59649, -0.09728, -5.04889], [-0.43412, -0.67819, -5.79212], [0.12988, -0.26646, -4.44889], [1.76113, -0.74709, -8.41545], [2.56378, -0.86795, -7.90813], [2.03411, -0.85691, -9.32630], [4.68688, -7.87996, -4.41006], [3.92332, -8.07402, -4.95370], [4.61222, -6.94558, -4.21618], [10.01353, -6.40392, -6.37880], [9.67046, -6.04168, -5.56191], [9.23836, -6.70903, -6.85026], [7.46998, -5.64632, -5.23035], [7.51204, -6.49242, -4.78473], [6.53577, -5.44130, -5.26835], [7.84977, -7.65529, -8.64759], [7.33417, -7.43262, -7.87248], [7.39611, -8.40643, -9.02995], [5.84440, -6.50250, -12.60540], [6.41133, -7.11996, -13.06753], [6.30915, -6.31395, -11.79011], [10.19359, -0.00859, -8.53670], [9.53141, 0.49965, -8.06825], [10.28543, -0.81240, -8.02515], [-0.88269, -1.06019, -7.70820], [-0.97267, -2.01246, -7.74450], [-0.02228, -0.88573, -8.08964], [6.22910, -2.79900, -2.63914], [7.03574, -2.67140, -3.13843], [6.35480, -2.28155, -1.84373], [8.74755, 1.10326, -5.33837], [8.62029, 1.40508, -4.43896], [9.03736, 1.88173, -5.81401], [3.61757, -6.00797, -6.56690], [2.68866, -6.11784, -6.77009], [3.78640, -5.07696, -6.71159], [9.91521, -4.98411, -3.10805], [9.03374, -4.70235, -3.35267], [10.46063, -4.20890, -3.24139], [-1.32478, -3.72400, -7.40576], [-1.77815, -4.53961, -7.19254], [-0.43655, -3.84870, -7.07150], [5.11830, 2.07884, -4.54798], [5.46641, 0.87122, -3.65635], [4.89266, -0.31453, -4.18441], [5.55862, 1.95914, -5.53788], [5.61733, 2.89878, -4.03150], [4.04563, 2.23960, -4.65585], [4.99113, 0.94290, -2.67805], [6.55635, 0.87182, -3.66852], [5.30753, -1.02580, -3.69086], [2.48378, -5.61034, -10.71948], [1.78001, -4.28362, -10.71999], [2.80527, -3.60785, -11.46825], [1.87638, -6.27109, -10.10095], [3.51994, -5.66047, -10.38489], [2.53993, -6.12087, -11.68089], [1.68009, -3.79907, -9.74874], [0.78491, -4.32857, -11.16257], [2.72109, -2.69698, -11.17698], [6.87450, -0.15084, -9.78953], [6.88723, -0.99224, -11.04584], [5.64768, -1.70094, -11.18329], [6.94192, -0.76490, -8.89148], [5.88189, 0.29804, -9.75290], [7.65022, 0.60992, -9.70238], [7.69510, -1.71535, -11.15790], [6.94621, -0.35411, -11.92754], [5.53384, -1.84675, -12.12530], [9.05589, -2.84655, -7.18693], [9.53345, -3.66547, -8.36950], [10.92405, -3.79798, -8.40991], [8.42322, -1.98734, -7.40963], [9.90166, -2.46232, -6.61671], [8.83387, -3.59259, -6.42389], [9.11244, -3.37659, -9.33252], [9.29437, -4.72666, -8.30004], [11.24308, -3.96875, -9.29909], [5.13619, -3.11098, -7.96886], [5.06287, -2.09714, -6.85870], [3.79876, -2.24632, -6.25191], [6.08595, -2.97552, -8.48626], [4.25779, -3.01225, -8.60666], [5.16680, -4.11172, -7.53798], [5.30408, -1.06989, -7.13195], [5.79516, -2.32658, -6.08461], [3.85387, -1.78878, -5.40976], [5.26347, 4.47841, -7.67442], [5.38736, 3.58951, -8.99938], [4.48384, 3.94024, -10.00183], [4.29893, 4.53238, -7.16959], [5.51395, 5.50894, -7.92616], [6.07619, 4.23632, -6.98960], [5.27046, 2.52028, -8.82273], [6.44842, 3.58279, -9.24877], [4.78646, 3.49803, -10.79837], [0.58638, -0.00791, -1.73520], [1.84673, -0.55371, -2.45517], [1.80366, -0.13395, -3.85566], [-0.41789, -0.28714, -2.05391], [0.66857, 1.06992, -1.87530], [0.73527, -0.25522, -0.68411], [1.86911, -1.64346, -2.45054], [2.71562, -0.07407, -2.00453], [2.71599, -0.03797, -4.13860], [2.94216, 1.03555, -12.28974], [2.66611, -0.42932, -12.26184], [2.98115, -0.89179, -10.95346], [2.55107, 1.69830, -11.51779], [2.67992, 1.43241, -13.27047], [4.03140, 1.06115, -12.32119], [3.19452, -1.04646, -12.98848], [1.66512, -0.70839, -12.59086], [3.93561, -0.78877, -10.95127]]}


{"formula": "C3H6FN", "method": "ωB97M-V/def2-TZVPD", "de_lowest_ev": 0.333, "smiles": "C=C[C@@H](N)F", "gap_ev": 11.178, "multiplicity": 1, "total_charge": 0, "symbols": ["C", "C", "C", "N", "F", "H", "H", "H", "H", "H", "H"], "positions_angstrom": [[1.29575, 1.06037, -0.58166], [0.30166, 0.61189, 0.14185], [0.05667, -0.90520, 0.41231], [-1.10593, -1.49054, -0.18956], [1.12751, -1.62542, -0.03236], [1.47809, 2.15081, -0.69432], [2.06786, 0.44455, -1.11683], [-0.53008, 1.31734, 0.46988], [-0.07727, -1.14897, 1.53419], [-0.60035, -2.15265, -0.88180], [-1.49683, -0.82431, -0.78995]]}


{"formula": "CH4N2O2S", "method": "ωB97M-V/def2-TZVPD", "de_lowest_ev": 4.906, "smiles": "CN1O[S@]1(=N)=O", "gap_ev": 10.963, "multiplicity": 1, "total_charge": 0, "symbols": ["C", "N", "O", "S", "N", "O", "H", "H", "H", "H"], "positions_angstrom": [[-1.40488, 0.47731, 0.44692], [0.00480, 0.73222, 0.61028], [0.58927, 1.18811, -0.69208], [0.97063, -0.27405, -0.32715], [2.50005, -0.47277, -0.14444], [0.21234, -1.24235, -1.07473], [-1.60659, 0.59409, -0.68553], [-1.58298, -0.62004, 0.47783], [-2.07927, 0.95833, 1.07024], [2.39663, -1.34085, 0.31865]]}


| no. | electronic energy (Eh) |
| --- | --- |
| 1 | -665.11845 |
| 2 | -4584.84810 |
| 3 | -2884.14480 |
| 4 | -716.79717 |
| 5 | -2539.63199 |
| 6 | -272.47891 |
| 7 | -698.49502 |